(1)
One molecule with the formula C35H40Cl2N4O4SSi in a non-equilibrium geometry. Source: the OMol25 dataset; level of theory: the ωB97M-V functional and the def2-TZVPD basis.

Values from the calculation:
Total energy = -94848.3339 eV
SMILES string = CC[C@H](Cl)c1c2c(c(CN)c(CCO[Si](C)(C)C)c1-c1ccccn1)C(=O)c1c(CCCCl)ccc(CCSc3nnco3)c1C2=O
Multiplicity = 1
LUMO energy = -0.9 eV
Strongest force on any atom = 0.095 hartree/bohr
Orbital gap = 0.29256 hartree

Last column: Mulliken charge in e.
Element x y z (Å)
Cl -3.59162 -6.48966 -2.28466  -0.224
Cl 0.48029 1.76976 4.07976  -0.163
S -6.93528 1.50021 0.90179  -0.061
Si 6.19366 -0.48502 -2.14310  0.533
O -7.98762 2.52699 -1.52052  -0.283
O -2.67319 2.01669 0.73744  -0.542
O 4.74427 -1.40326 -1.88920  -0.542
O -2.04321 -1.85478 -2.04217  -0.558
N -7.83622 4.06428 -0.03135  -0.242
N 3.11571 0.28039 3.14363  -0.451
N 1.28145 -2.18466 -2.68818  -0.550
N -8.36856 4.64409 -1.11189  -0.460
C -0.91065 0.30499 0.66095  0.397
C -2.37822 0.84266 0.77288  -0.816
C 2.81829 0.79062 1.91500  0.093
C -4.18538 -2.61558 0.07395  0.227
C 1.83254 4.06939 2.62127  -1.001
C 5.21770 1.72779 3.20357  -0.500
C 5.67744 1.28015 -2.63844  -0.839
C 3.14381 -1.50314 0.06818  -1.416
C 0.60075 3.51302 1.81073  -0.683
C 7.11004 -1.21858 -3.66380  -1.049
C -5.57039 2.24010 1.90240  -0.606
C 0.75025 -2.70352 -1.38350  -0.848
C -3.26594 -1.47604 0.03067  0.686
C -3.67451 -4.84763 -3.12164  -0.529
C 0.59374 -1.47610 -0.43804  -0.095
C 0.20078 0.93022 1.39324  -0.290
C 3.70004 1.75793 1.27684  -0.358
C -0.01638 2.15684 2.34974  0.647
C -4.73653 1.11958 2.67868  -0.603
C 4.26344 0.74185 3.69444  -0.418
C 3.93664 -0.62916 -0.98847  0.312
C -7.58785 2.74294 -0.21087  0.459
C -3.46392 -0.28591 0.88786  0.480
C 1.73723 -0.85826 0.29719  0.875
C -3.98836 -3.90054 -0.77721  -1.098
C -5.31626 -2.49875 1.01563  -0.804
C -0.71712 -0.87714 -0.21397  0.779
C 7.29842 -0.54372 -0.58118  -0.865
C -8.47696 3.67506 -2.08259  0.075
C -4.49581 -3.78910 -2.26958  -0.362
C 4.92919 2.30791 1.86561  -0.552
C 1.53264 0.29094 1.18667  1.117
C -5.51755 -1.31650 1.86662  -0.210
C -2.00055 -1.46836 -0.89578  -0.424
C -4.60510 -0.17590 1.82709  -0.414
H -5.55830 -4.17371 -2.27517  0.398
H 6.72051 -0.31011 0.36273  0.215
H 3.11128 -2.57609 -0.23575  0.448
H -6.02489 2.95669 2.64486  0.506
H 2.44579 4.68336 1.89432  0.277
H 4.52321 0.29298 4.69224  0.396
H 6.12194 2.04071 3.78438  0.400
H 3.40892 2.12101 0.25566  0.360
H -6.07010 -3.31525 1.13276  0.354
H 7.70951 -1.58567 -0.43868  0.285
H -4.41029 -2.75678 -2.68336  0.339
H 1.54556 4.77184 3.44890  0.372
H 3.20388 0.03148 -1.54108  0.138
H 5.58555 3.04850 1.36371  0.412
H 5.50100 1.87194 -1.68812  0.148
H 7.14885 -2.33558 -3.49587  0.272
H -0.20955 4.29580 1.89385  0.370
H 4.67923 1.25143 -3.16756  0.278
H -4.16843 -5.05413 -4.11118  0.390
H -8.89239 3.77645 -3.10573  0.360
H -3.72210 1.57622 2.85723  0.009
H -6.38470 -1.32231 2.57487  0.399
H -2.87396 -4.09756 -0.80134  0.277
H -0.19916 -3.26463 -1.56517  0.148
H 1.48735 -3.46288 -0.98968  0.272
H 6.44105 1.83491 -3.24598  0.390
H 1.43206 -1.17368 -2.63112  0.239
H -2.60788 -4.53845 -3.27732  0.220
H 0.57681 -2.32942 -3.41465  0.329
H -5.16210 0.94191 3.70461  0.487
H -1.12721 2.31814 2.41606  -0.175
H 3.67718 -1.46474 1.06030  0.507
H 8.11791 0.22365 -0.63136  0.344
H -4.42116 -4.79501 -0.24877  0.594
H 0.80290 3.41952 0.70601  0.390
H 8.12430 -0.76566 -3.79867  0.319
H 4.58104 0.08254 -0.38926  -0.139
H 6.48790 -1.05009 -4.58523  0.269
H -4.93597 2.84838 1.21292  0.332
H 2.51932 3.29119 3.02997  0.247

***

(2)
A 2-piece molecular cluster, C11H18 overall in a non-equilibrium geometry. Source: the OMol25 dataset; level of theory: the ωB97M-V functional and the def2-TZVPD basis.

Values from the calculation:
Total energy = -11696.5430 eV
Multiplicity = 2
Net charge = -1
Energy relative to the best compared isomer or geometry (same formula, charge and spin) = 30.7 kcal per mole
LUMO energy (spin up / spin down) = 3.7 / 3.5 eV
Strongest force on any atom = 0.066 hartree/bohr
Expectation value of S² = 0.75
Orbital gap (spin up / spin down) = 0.09202 / 0.32674 hartree

Last column: Mulliken spin population.
Element x y z (Å)
C 3.24445 -0.34032 -0.61017  1.081
C 2.30413 1.10877 -2.44023  0.880
C 2.71425 -2.62444 -0.29727  0.621
C 3.21552 -1.48274 0.25063  -0.221
C 1.86811 -1.46445 -2.13293  1.229
C 1.90152 -2.64775 -1.46357  -0.101
C -2.78324 -0.35632 0.76049  0.509
C -2.52666 0.83865 2.90411  0.349
C -2.26411 0.95014 1.39528  -0.158
C 2.52795 -0.23711 -1.78111  -1.772
C -2.92278 2.15117 0.73357  0.571
H -1.17974 1.05731 1.21865  -0.154
H 2.38757 1.04714 -3.53508  -0.097
H 3.10920 1.79336 -2.15980  -0.222
H -2.77652 -1.18268 1.46776  -0.036
H 1.34562 1.59516 -2.39970  -0.230
H -2.41621 3.04983 1.14063  -0.154
H -2.85676 2.20894 -0.35607  -0.131
H 1.24926 -1.25336 -3.00207  0.062
H -1.69668 0.35865 3.36416  -0.156
H 1.39422 -3.59284 -1.66382  -0.217
H 2.96849 -3.60848 0.07722  -0.138
H 3.46044 -1.49027 1.30525  -0.266
H -2.20474 -0.53341 -0.19964  -0.194
H -3.75991 -0.27495 0.31154  -0.069
H -3.97191 2.32705 0.94079  -0.028
H 3.86099 0.47097 -0.23078  0.083
H -2.71979 1.84041 3.32579  -0.027
H -3.47266 0.29155 3.07639  -0.011